Density functional theory data (wB97M-V/def2-TZVPD) for a 2-piece molecular cluster, C4H6N2O overall in a non-equilibrium geometry.

XYZ file:
```
13
Properties=species:S:1:pos:R:3
O -3.515 -2.041 0.216
N 0.226 -0.622 0.364
N -2.016 -1.480 -1.430
C 2.211 1.266 0.152
C -0.372 0.756 0.578
C -2.706 -1.708 -0.520
C 0.888 0.717 0.305
H -1.410 -0.826 -1.821
H -1.303 1.277 0.818
H 2.579 0.753 -0.738
H 0.404 -1.300 1.110
H 2.825 0.960 0.998
H 2.190 2.248 -0.033
```

Computed properties:
- LUMO energy (alpha / beta) (eV) = 0.8 / -0.9
- ⟨S²⟩ = 2.01
- multiplicity = 3
- net charge = 0

And the Mulliken charges, in e, turn out to be:
1. O -0.415
2. N -0.414
3. N -0.353
4. C -0.939
5. C -0.745
6. C 0.476
7. C 0.701
8. H 0.293
9. H 0.309
10. H 0.271
11. H 0.218
12. H 0.247
13. H 0.349



Density functional theory data (wB97M-V/def2-TZVPD) for one molecule with the formula CH2ClFN2O in a non-equilibrium geometry.

XYZ file:
```
8
Properties=species:S:1:pos:R:3
Cl 1.836 1.280 -1.453
F 0.018 -0.550 -1.794
O 0.670 1.036 1.266
N 0.602 0.292 -0.843
N -0.846 -0.573 0.711
C 0.158 0.297 0.466
H -1.206 -0.615 1.647
H -1.233 -1.167 0.001
```

Computed properties:
- LUMO energy (eV) = 0.4
- net charge = 0

And the Mulliken charges, in e, turn out to be:
1. Cl 0.003
2. F -0.245
3. O -0.562
4. N 0.147
5. N -0.360
6. C 0.592
7. H 0.213
8. H 0.213



Density functional theory data (wB97M-V/def2-TZVPD) for a 10-piece molecular cluster, C12H33N9O21 overall in a non-equilibrium geometry.

XYZ file:
```
75
Properties=species:S:1:pos:R:3
O -27.736 -23.661 -5.226
O -32.039 -16.690 -9.136
O -31.713 -18.407 -5.937
O -37.951 -18.612 -7.584
O -33.085 -24.049 -5.057
O -27.804 -19.481 -8.341
O -30.501 -13.899 -6.263
O -31.119 -20.279 -4.899
O -29.454 -24.973 -5.627
O -27.698 -23.640 0.656
O -30.639 -12.353 -4.707
O -32.134 -23.592 -0.172
O -29.537 -22.535 0.815
O -32.004 -18.555 -3.592
O -33.207 -25.174 -6.853
O -36.013 -19.522 -7.227
O -32.729 -14.643 -9.031
O -33.175 -21.753 0.141
O -32.561 -14.745 -3.757
O -28.234 -18.854 -6.328
O -34.661 -14.616 -3.494
N -33.392 -25.017 -5.701
N -32.112 -15.555 -9.590
N -33.016 -22.815 -0.502
N -28.743 -23.240 0.219
N -31.107 -13.007 -5.655
N -36.739 -18.651 -7.731
N -28.841 -23.905 -5.710
N -28.286 -18.706 -7.531
N -33.584 -15.014 -3.123
C -31.220 -15.268 -10.714
C -29.539 -22.882 -6.555
C -29.030 -17.526 -7.984
C -33.426 -15.891 -1.962
C -31.614 -19.060 -4.688
C -32.368 -17.136 -5.974
C -31.078 -21.291 -3.872
C -36.002 -17.575 -8.575
C -33.866 -26.177 -4.883
C -29.185 -23.732 -1.054
C -33.779 -23.045 -1.770
C -32.434 -12.637 -6.161
H -30.325 -14.681 -10.507
H -29.874 -23.331 -7.490
H -30.037 -17.858 -8.233
H -30.986 -16.181 -11.260
H -35.205 -17.233 -7.914
H -29.231 -24.821 -1.073
H -31.787 -14.643 -11.404
H -33.232 -22.780 -2.674
H -34.574 -25.758 -4.168
H -32.499 -12.766 -7.241
H -35.711 -18.137 -9.463
H -31.191 -20.900 -2.861
H -30.407 -22.635 -5.943
H -33.259 -17.089 -6.600
H -32.456 -15.756 -1.484
H -32.606 -11.564 -6.077
H -34.082 -24.092 -1.783
H -31.707 -16.319 -6.265
H -34.331 -26.896 -5.558
H -29.137 -16.815 -7.164
H -34.225 -15.735 -1.237
H -28.430 -23.410 -1.772
H -32.868 -16.830 -5.055
H -34.742 -22.563 -1.601
H -33.547 -16.893 -2.374
H -28.541 -17.045 -8.831
H -30.075 -21.717 -3.848
H -31.757 -22.099 -4.143
H -36.701 -16.846 -8.984
H -30.083 -23.200 -1.368
H -32.982 -26.571 -4.382
H -33.214 -13.178 -5.626
H -28.979 -21.950 -6.632
```

Computed properties:
- LUMO energy (alpha / beta) (eV) = 1.3 / 1.3
- ⟨S²⟩ = 0.75
- multiplicity = 2
- net charge = -1

And the Mulliken charges, in e, turn out to be:
1. O -0.547
2. O -0.698
3. O -0.239
4. O -0.546
5. O -0.494
6. O -0.601
7. O -0.470
8. O -0.521
9. O -0.561
10. O -0.594
11. O -0.569
12. O -0.502
13. O -0.503
14. O -0.636
15. O -0.527
16. O -0.490
17. O -0.812
18. O -0.519
19. O -0.400
20. O -0.541
21. O -0.574
22. N 0.845
23. N 0.741
24. N 0.859
25. N 0.984
26. N 0.901
27. N 0.798
28. N 0.961
29. N 0.986
30. N 0.847
31. C -1.013
32. C -0.429
33. C -0.673
34. C -0.685
35. C 0.649
36. C 0.526
37. C -0.426
38. C -0.419
39. C -0.669
40. C -0.445
41. C -0.547
42. C -0.588
43. H 0.279
44. H 0.321
45. H 0.293
46. H 0.290
47. H 0.009
48. H 0.288
49. H 0.311
50. H 0.140
51. H 0.240
52. H 0.232
53. H 0.274
54. H 0.544
55. H -0.059
56. H -0.372
57. H 0.262
58. H 0.317
59. H 0.291
60. H 0.172
61. H 0.296
62. H 0.220
63. H 0.298
64. H 0.324
65. H -0.054
66. H 0.316
67. H 0.246
68. H 0.306
69. H 0.274
70. H 0.050
71. H 0.303
72. H -0.061
73. H 0.269
74. H 0.179
75. H 0.344



Density functional theory data (wB97M-V/def2-TZVPD) for C30H32ClHgN3SSi2 as an isolated structure in a non-equilibrium geometry.

XYZ file:
```
70
Properties=species:S:1:pos:R:3
Hg 4.867 0.759 -5.568
Cl 4.204 0.372 -9.188
S 4.191 0.984 -0.363
Si 0.229 0.065 -3.175
Si 3.287 0.404 -7.323
N 1.634 1.649 0.132
N 2.536 0.090 1.528
N 1.637 2.064 -1.220
C 0.124 3.551 -8.571
C 1.975 1.763 -7.444
C -0.451 -1.404 -4.103
C -1.970 1.767 -3.613
C -2.192 -1.327 -1.041
C 2.208 -1.132 -7.281
C -0.677 -3.819 -4.105
C 1.486 3.869 -8.548
C -1.459 -1.315 -5.080
C -0.328 2.443 -7.846
C 0.590 1.573 -7.240
C -1.250 -0.178 0.732
C -1.824 4.083 -4.254
C -2.137 -2.462 -5.483
C -1.127 -2.116 -0.518
C 2.735 0.881 0.451
C 2.393 3.024 -7.904
C 1.736 -3.483 -6.800
C 0.002 -2.676 -3.703
C 0.888 -3.555 -7.905
C -2.595 2.995 -3.817
C -0.443 3.944 -4.481
C 0.588 -2.393 -8.632
C -1.774 -3.707 -4.967
C -0.576 1.627 -3.776
C 2.343 -2.263 -6.444
C 0.181 2.719 -4.219
C -2.261 -0.122 -0.277
C 1.234 -1.195 -8.301
C -0.543 -1.410 0.575
H -1.401 2.232 -7.767
H 0.229 0.742 -6.621
H 0.470 -4.510 -8.234
H 1.837 4.767 -9.054
H 1.601 -0.083 1.875
H 3.274 -0.553 1.764
H -2.830 -1.587 -1.885
H 1.928 -4.393 -6.212
H -0.102 -2.406 -9.481
H -3.672 3.091 -3.655
H -2.943 -2.384 -6.214
H -0.814 -3.086 -0.904
H 1.253 2.605 -4.411
H 2.955 -2.208 -5.531
H -1.084 0.568 1.511
H -2.959 0.697 -0.445
H -1.715 -0.356 -5.537
H 0.154 4.774 -4.882
H -2.306 5.045 -4.429
H 1.110 2.939 -1.284
H -0.322 -4.793 -3.759
H 1.572 -0.063 -2.640
H 0.280 -1.769 1.192
H 0.989 -0.304 -8.892
H 2.638 2.232 -1.447
H 0.903 -2.756 -3.085
H 3.435 3.319 -7.787
H -2.333 -4.592 -5.240
H -0.543 0.147 -1.930
H -2.569 0.900 -3.323
H -0.580 4.147 -9.156
H 0.714 1.347 0.462
```

Computed properties:
- LUMO energy (alpha / beta) (eV) = -0.8 / -2.1
- net charge = 0

And the Mulliken charges, in e, turn out to be:
1. Hg 0.158
2. Cl -0.351
3. S -0.462
4. Si -0.641
5. Si 0.139
6. N -0.331
7. N -0.403
8. N -0.207
9. C -0.627
10. C 0.723
11. C 1.324
12. C 0.176
13. C -0.242
14. C 0.574
15. C -0.542
16. C -0.539
17. C -0.057
18. C -0.446
19. C -0.408
20. C -0.789
21. C -0.572
22. C -0.793
23. C -0.507
24. C 0.396
25. C -0.973
26. C -0.442
27. C -0.970
28. C -0.489
29. C -0.802
30. C -0.698
31. C -0.840
32. C -0.588
33. C 0.835
34. C -0.212
35. C -0.512
36. C -0.590
37. C -0.250
38. C -0.279
39. H 0.416
40. H 0.668
41. H 0.379
42. H 0.390
43. H 0.198
44. H 0.223
45. H 0.449
46. H 0.370
47. H 0.418
48. H 0.407
49. H 0.406
50. H 0.526
51. H 0.410
52. H 0.219
53. H 0.712
54. H 0.402
55. H 0.324
56. H 0.429
57. H 0.367
58. H 0.244
59. H 0.465
60. H -0.118
61. H 0.404
62. H 0.349
63. H 0.164
64. H 0.369
65. H 0.351
66. H 0.419
67. H -0.141
68. H 0.414
69. H 0.396
70. H 0.208



Density functional theory data (wB97M-V/def2-TZVPD) for C48H50N6NdOP2S as an isolated structure in a non-equilibrium geometry.

XYZ file:
```
109
Properties=species:S:1:pos:R:3
Nd -1.074 1.767 -0.626
S -3.048 3.370 -1.508
P 1.071 -0.491 -0.334
P -1.870 -0.717 -2.336
O 2.946 1.569 2.212
N 2.492 3.739 2.988
N -0.060 -2.775 -1.551
N -4.937 4.446 -3.028
N -5.740 3.390 -1.077
N 0.073 3.620 0.272
N 4.103 2.453 4.001
C -4.566 -0.969 0.707
C 5.956 -2.858 4.555
C 4.427 0.481 5.390
C -1.553 -4.244 -0.282
C -5.312 -2.533 -1.032
C -0.349 -2.107 3.084
C 0.846 5.881 0.446
C 5.110 0.078 -0.394
C 2.792 1.313 -1.384
C 2.689 0.123 -0.616
C -0.815 -6.371 0.547
C -4.709 3.746 -1.889
C -0.286 -3.951 -0.835
C 4.964 -0.782 5.570
C 5.943 -0.672 3.358
C 3.157 2.498 2.996
C 5.639 -1.404 4.514
C -3.078 1.291 -5.659
C -3.315 -1.219 -1.361
C -4.257 -2.116 -1.858
C -3.904 4.918 -3.929
C -1.814 -5.407 0.404
C 0.722 -4.923 -0.669
C -3.504 -0.634 -0.093
C -5.501 -1.909 0.209
C -0.210 -1.558 1.831
C 1.196 -2.039 -1.417
C -3.069 -1.394 -4.858
C 0.827 3.271 1.325
C 4.023 1.884 -1.617
C -2.581 -0.406 -3.979
C -5.613 2.599 0.141
C 3.862 -0.533 -0.247
C 0.443 -6.136 -0.032
C 0.060 4.909 -0.187
C 1.073 -1.246 1.309
C 1.635 5.519 1.544
C 2.098 -2.066 3.347
C -3.563 0.325 -6.511
C 0.830 -2.352 3.846
C -1.023 -2.425 -2.596
C 2.234 -1.452 2.105
C 5.467 0.622 3.174
C 5.189 1.288 -1.076
C -3.513 -1.040 -6.146
C -2.578 0.939 -4.414
C 1.650 4.187 1.976
C 4.704 1.189 4.210
H -2.740 0.110 0.257
H -6.285 2.994 0.944
H -3.056 -2.442 -4.539
H 1.563 -1.612 -2.379
H 7.059 -2.954 4.669
H 6.605 -1.146 2.623
H 5.624 1.148 2.230
H 1.728 -4.780 -1.075
H -4.367 5.177 -4.876
H -2.160 1.723 -3.766
H 0.717 -2.821 4.827
H 4.094 2.844 -2.148
H -1.336 -2.386 3.452
H 2.277 6.271 2.068
H -2.334 -3.502 -0.363
H -1.076 -1.326 1.204
H 0.786 6.933 0.098
H -3.741 -1.843 -6.841
H -5.984 -3.293 -1.411
H 6.018 -0.420 0.007
H -5.924 1.561 -0.017
H -4.148 -2.510 -2.869
H -3.161 4.143 -4.129
H 2.981 -2.297 3.944
H -0.552 -2.355 -3.591
H 1.244 -6.893 -0.033
H 4.802 -1.304 6.555
H 1.885 1.780 -1.783
H 3.201 -1.040 1.834
H 3.853 -1.560 0.153
H -3.970 0.606 -7.487
H -6.330 -2.175 0.876
H -5.888 4.758 -3.212
H -3.028 2.326 -5.991
H -3.408 5.778 -3.529
H 5.651 -3.367 3.645
H 1.940 -2.718 -0.993
H -4.604 2.650 0.524
H -1.782 -3.242 -2.666
H 2.975 4.474 3.474
H 4.037 3.066 4.800
H -1.047 -7.294 1.056
H 3.740 0.912 6.126
H -4.672 -0.472 1.676
H -0.614 5.145 -1.020
H 6.142 1.831 -1.220
H -2.820 -5.564 0.805
H 0.956 2.206 1.554
H 5.468 -3.375 5.405
H -6.694 3.573 -1.391
```

Computed properties:
- LUMO energy (alpha / beta) (eV) = -9.4 / -8.9
- ⟨S²⟩ = 3.76
- multiplicity = 4
- net charge = +3

Atom charges from the Mulliken analysis, given in e for atoms 1 to 99:
1. Nd 0.936
2. S -0.282
3. P 1.001
4. P 1.111
5. O -0.277
6. N -0.153
7. N 0.732
8. N -0.202
9. N -0.208
10. N 0.058
11. N -0.210
12. C -1.295
13. C -1.566
14. C -0.423
15. C 0.502
16. C -0.921
17. C -0.561
18. C -0.934
19. C -1.030
20. C -0.528
21. C 1.021
22. C -0.638
23. C 0.595
24. C 0.241
25. C -0.711
26. C -0.499
27. C 0.217
28. C 0.545
29. C -0.622
30. C 1.063
31. C -0.007
32. C -0.745
33. C -0.837
34. C -0.461
35. C 0.743
36. C -0.666
37. C -0.319
38. C -1.502
39. C -0.302
40. C 0.231
41. C -0.799
42. C 0.938
43. C -0.786
44. C -0.187
45. C -0.824
46. C -0.177
47. C 1.361
48. C -0.464
49. C -0.491
50. C -0.690
51. C -0.953
52. C -1.490
53. C -0.007
54. C -0.156
55. C -0.544
56. C -0.834
57. C -0.010
58. C 0.054
59. C -0.111
60. H -0.785
61. H 0.361
62. H 0.195
63. H 0.508
64. H 0.422
65. H 0.454
66. H 0.555
67. H 0.479
68. H 0.345
69. H -0.201
70. H 0.412
71. H 0.418
72. H 0.511
73. H 0.374
74. H 0.114
75. H -0.266
76. H 0.407
77. H 0.454
78. H 0.521
79. H 0.481
80. H 0.325
81. H 0.176
82. H 0.105
83. H 0.405
84. H 0.465
85. H 0.405
86. H 0.321
87. H 0.195
88. H -0.263
89. H 0.524
90. H 0.396
91. H 0.441
92. H 0.279
93. H 0.378
94. H 0.345
95. H 0.372
96. H 0.377
97. H 0.149
98. H 0.552
99. H 0.286



Density functional theory data (wB97M-V/def2-TZVPD) for C35H47BeBrN4P2 as an isolated structure in a non-equilibrium geometry.

XYZ file:
```
90
Properties=species:S:1:pos:R:3
Br -6.570 0.577 1.916
P 1.411 0.006 -1.934
P -1.346 1.271 -1.053
N 1.573 -0.243 3.283
N 2.429 4.132 8.422
N 1.441 -5.490 -2.145
N 0.677 -0.795 1.346
C 0.429 0.025 -4.615
C 0.689 1.397 4.816
C 1.984 -1.267 1.370
C 3.382 -2.072 -1.853
C -0.582 -2.280 -0.172
C -5.237 -0.743 -0.131
C 0.053 -3.517 -2.280
C -2.866 -1.254 -0.052
C 0.146 -3.343 -0.879
C 1.522 -5.340 -0.823
C -3.778 2.955 -0.863
C 0.882 2.301 5.864
C 2.122 2.366 6.516
C -2.386 0.777 -2.617
C -5.161 -0.251 1.183
C 2.673 1.098 -1.125
C 1.746 0.571 4.414
C -1.626 -1.540 -0.814
C 0.721 -4.618 -2.849
C -2.850 1.952 -0.202
C 3.974 1.292 -1.903
C 0.924 -4.269 -0.144
C -0.374 1.652 0.661
C -2.847 -0.955 1.319
C -3.985 -0.433 1.934
C -4.101 -1.263 -0.736
C -2.699 1.885 -3.622
C -0.078 2.992 1.293
C 3.180 1.540 6.101
C 0.429 -0.329 2.568
C 2.301 3.328 7.574
C 2.496 -1.254 -2.762
C 2.996 0.649 5.038
C 2.574 -0.866 2.524
C 1.050 0.912 -3.533
Be -0.358 -0.548 -0.430
H 2.787 -2.683 -1.167
H 3.966 -2.768 -2.466
H 3.103 -0.716 -3.508
H -3.243 3.846 -1.210
H -2.510 2.395 0.737
H -3.384 1.036 0.044
H 2.015 1.309 -3.884
H 4.664 0.450 -1.756
H -3.669 2.344 -3.413
H 1.203 -0.331 -5.308
H -3.966 -0.216 3.000
H -0.508 -2.845 -2.945
H 0.913 2.896 1.769
H 1.087 -4.162 0.939
H 2.887 0.653 -0.144
H -0.777 -2.593 0.859
H 0.605 1.195 0.421
H 4.479 2.197 -1.540
H 3.806 1.422 -2.980
H 2.395 -1.880 0.589
H -0.296 0.595 -5.210
H 0.406 1.766 -3.277
H -0.087 -0.869 -4.230
H 2.192 2.068 -0.933
H 2.088 -6.088 -0.263
H -0.946 1.043 1.385
H -4.344 2.523 -1.692
H -1.846 -0.029 -3.141
H -1.937 2.672 -3.601
H -1.704 -1.617 -1.905
H 4.087 -1.465 -1.275
H 0.644 -4.782 -3.922
H -0.816 3.183 2.080
H -6.184 -0.762 -0.657
H -1.950 -1.150 1.915
H 3.597 -0.945 2.826
H -0.531 -0.045 2.981
H 1.818 -1.912 -3.327
H 4.149 1.620 6.603
H -0.272 1.382 4.299
H -4.506 3.286 -0.109
H -4.137 -1.674 -1.745
H -0.062 3.831 0.590
H -2.748 1.471 -4.642
H -3.326 0.336 -2.249
H 0.069 2.971 6.165
H 3.826 0.037 4.691
```

Computed properties:
- LUMO energy (alpha / beta) (eV) = -7.9 / -7.9
- net charge = +2

And the Mulliken charges, in e, turn out to be:
1. Br -0.067
2. P 1.063
3. P 0.898
4. N 0.252
5. N -0.429
6. N -0.565
7. N 0.513
8. C -1.378
9. C -0.186
10. C -1.351
11. C -0.991
12. C -0.375
13. C -0.589
14. C -0.028
15. C -0.513
16. C 0.434
17. C -0.519
18. C -1.665
19. C -1.168
20. C 0.418
21. C 0.191
22. C -0.245
23. C -0.296
24. C 1.636
25. C -0.532
26. C -0.404
27. C 0.831
28. C -1.295
29. C -0.387
30. C 0.334
31. C -0.247
32. C -0.873
33. C -0.449
34. C -1.444
35. C -2.020
36. C -1.032
37. C -1.000
38. C -0.110
39. C -0.916
40. C -0.508
41. C -0.618
42. C -0.824
43. Be -0.520
44. H -0.145
45. H 0.484
46. H 0.752
47. H 0.381
48. H 0.451
49. H -0.731
50. H 0.711
51. H 0.299
52. H 0.429
53. H 0.342
54. H 0.562
55. H 0.276
56. H 0.450
57. H 0.381
58. H 0.137
59. H 1.357
60. H -0.641
61. H 0.449
62. H 0.301
63. H 0.365
64. H 0.345
65. H 0.305
66. H 0.302
67. H 0.418
68. H 0.400
69. H 0.111
70. H 0.310
71. H -0.069
72. H 0.293
73. H 1.490
74. H 0.275
75. H 0.421
76. H 0.445
77. H 0.545
78. H 0.786
79. H 0.433
80. H 0.904
81. H 0.659
82. H 0.456
83. H 0.322
84. H 0.460
85. H 0.602
86. H 0.363
87. H 0.399
88. H 0.566
89. H 0.431
90. H 0.394



Question: Number 5 is which compound?
Answer: C48H50N6NdOP2S